[1]
Computed, not measured: a molecular structure, C43H29BrF12N4O7PdS at a distorted geometry, with ωB97M-V/def2-TZVPD.

Properties
Spin multiplicity: 5
Frontier orbital gap (spin up / spin down) in eV: 4.436 / 4.278
Net charge: -2
Energy above the lowest of the compared OMol25 structures with the same formula, charge and spin in kcal per mole: 0.00

Positions of all 98 atoms, in Å:
Pd (0.8825, -0.2115, 0.2637)
C (6.9973, 3.3982, 2.3721)
C (5.9548, 2.4747, 1.8064)
C (6.2173, 1.6819, 0.6925)
C (5.2470, 0.8589, 0.1761)
C (3.9546, 0.7791, 0.7483)
N (3.0804, -0.1363, 0.2827)
C (2.9296, -0.4897, -1.0193)
C (3.2130, 0.4091, -2.0752)
C (3.0188, 0.0490, -3.3882)
C (2.5800, -1.2296, -3.7177)
C (2.3836, -1.6337, -5.1518)
C (2.2722, -2.1184, -2.6890)
C (2.3818, -1.7715, -1.3563)
C (1.9066, -2.7171, -0.2203)
O (1.6024, -2.1165, 0.9569)
C (3.0274, -3.7707, 0.0004)
F (2.7753, -4.6200, 0.9991)
F (4.1994, -3.1645, 0.2798)
F (3.2471, -4.5302, -1.1072)
C (0.5848, -3.4883, -0.6120)
F (0.2566, -4.3569, 0.3499)
F (-0.4185, -2.6018, -0.6948)
F (0.5587, -4.1893, -1.7661)
C (3.6954, 1.5653, 1.8964)
C (4.6952, 2.3879, 2.3923)
C (2.3070, 1.5896, 2.5715)
O (1.3697, 0.7060, 2.2112)
C (1.7223, 3.0304, 2.3218)
F (2.4613, 4.0807, 2.7722)
F (0.5133, 3.1646, 2.8910)
F (1.5762, 3.2308, 1.0040)
C (2.4948, 1.4050, 4.1273)
F (3.4561, 0.5047, 4.4082)
F (1.3688, 0.9706, 4.6999)
F (2.8340, 2.5371, 4.8055)
H (7.7262, 3.6707, 1.6089)
H (6.5315, 4.3062, 2.7545)
H (7.5333, 2.9245, 3.1981)
H (7.1946, 1.7142, 0.2237)
H (5.4635, 0.2258, -0.6747)
H (3.5520, 1.4031, -1.8122)
H (3.2111, 0.7733, -4.1719)
H (3.0164, -1.0406, -5.8125)
H (2.6180, -2.6887, -5.2919)
H (1.3439, -1.4815, -5.4524)
H (1.9123, -3.0974, -2.9667)
H (4.4945, 3.0034, 3.2575)
O (-7.8043, -6.3121, 0.9107)
S (-6.4151, -6.5116, 0.5123)
O (-6.2158, -7.5591, -0.4798)
O (-5.4793, -6.5476, 1.6207)
C (-6.0396, -4.9634, -0.4195)
N (-6.7681, -4.8011, -1.5233)
C (-6.5130, -3.6674, -2.1851)
C (-5.5865, -2.7423, -1.7707)
C (-4.8638, -3.0037, -0.5845)
N (-5.1312, -4.1595, 0.0780)
C (-3.9039, -2.1109, -0.0196)
C (-3.1507, -2.4755, 1.1403)
C (-2.3261, -1.5910, 1.7455)
N (-2.2016, -0.2893, 1.2923)
C (-2.8297, 0.0535, 0.1196)
C (-3.6370, -0.8079, -0.5414)
H (-7.1004, -3.5124, -3.0859)
H (-5.4198, -1.8359, -2.3374)
H (-3.2445, -3.4863, 1.5117)
H (-1.7134, -1.8516, 2.5973)
H (-2.6469, 1.0555, -0.2426)
H (-4.0845, -0.4820, -1.4694)
Br (-1.0170, 5.9545, -3.7626)
C (-0.8563, 4.0602, -3.9140)
C (-1.0761, 3.4742, -5.1497)
C (-0.9715, 2.0947, -5.2660)
C (-0.6425, 1.3246, -4.1624)
C (-0.4238, 1.9315, -2.9322)
C (-0.5320, 3.3118, -2.7999)
C (-0.0964, 1.0946, -1.7236)
O (-0.0466, -0.1476, -1.8537)
O (0.0764, 1.6827, -0.6219)
H (-1.3210, 4.0853, -6.0074)
H (-1.1553, 1.6252, -6.2240)
H (-0.5540, 0.2475, -4.2163)
H (-0.3574, 3.7544, -1.8288)
C (-1.5178, 0.7234, 2.0897)
C (-2.4469, 1.6204, 2.8772)
C (-2.6636, 1.4080, 4.2336)
C (-3.4238, 2.3001, 4.9758)
C (-3.9726, 3.4210, 4.3717)
C (-3.7749, 3.6330, 3.0146)
C (-3.0140, 2.7400, 2.2766)
H (-0.8190, 0.2306, 2.7610)
H (-0.9356, 1.3596, 1.4269)
H (-2.2017, 0.5562, 4.7180)
H (-3.5758, 2.1310, 6.0349)
H (-4.5266, 4.1434, 4.9585)
H (-4.1951, 4.5085, 2.5349)
H (-2.8278, 2.9421, 1.2284)



[2]
Computed, not measured: a molecular structure, C43H29F2N4O3Tc at a distorted geometry, with ωB97M-V/def2-TZVPD.

Properties
Spin multiplicity: 4
Frontier orbital gap (spin up / spin down) in eV: 6.934 / 6.116
Net charge: +1
Energy above the lowest of the compared OMol25 structures with the same formula, charge and spin in kcal per mole: 16.05

Positions of all 82 atoms, in Å:
Tc (-0.0653, 0.3346, 1.0159)
C (-0.4796, 4.9371, 2.8386)
C (-0.8897, 3.6116, 2.6109)
N (-0.0471, 2.6181, 2.4601)
C (1.2811, 2.8701, 2.5412)
C (1.7947, 4.1683, 2.7646)
C (0.8569, 5.2128, 2.9150)
C (3.1947, 4.3539, 2.7869)
C (4.0280, 3.2992, 2.5375)
C (3.5202, 2.0058, 2.3190)
C (2.1657, 1.7685, 2.3781)
N (1.5561, 0.5203, 2.2320)
C (2.0430, -0.6040, 2.8497)
C (3.1392, -0.7388, 3.6925)
C (3.4855, -1.9941, 4.2108)
C (2.7394, -3.1171, 3.9618)
C (1.5547, -3.0028, 3.2042)
C (0.6447, -4.0574, 2.9834)
C (-0.5443, -3.7963, 2.3502)
C (-0.8126, -2.5091, 1.8857)
N (0.0638, -1.5169, 1.9811)
C (1.2250, -1.7480, 2.6572)
H (-1.2210, 5.7180, 2.9316)
H (-1.9434, 3.3649, 2.5502)
H (1.2109, 6.2234, 3.0765)
H (3.5977, 5.3397, 2.9802)
H (5.0987, 3.4512, 2.5076)
H (4.1904, 1.1926, 2.0754)
H (3.7158, 0.1260, 3.9814)
H (4.3746, -2.0745, 4.8219)
H (3.0222, -4.0799, 4.3651)
H (0.8861, -5.0523, 3.3355)
H (-1.2846, -4.5692, 2.1990)
H (-1.7633, -2.2932, 1.4269)
F (4.6396, -1.4082, -1.0535)
C (3.6662, -0.4947, -1.1114)
C (2.5611, -0.6508, -0.2973)
C (1.5490, 0.2966, -0.3284)
C (1.6370, 1.3663, -1.2365)
C (2.7839, 1.4915, -2.0162)
F (2.9184, 2.5373, -2.8433)
C (3.8179, 0.5825, -1.9642)
C (0.4642, 2.2344, -1.2926)
C (0.1582, 3.1344, -2.3078)
C (-1.0757, 3.7583, -2.3096)
C (-1.9760, 3.4823, -1.2898)
C (-1.5970, 2.6058, -0.2988)
N (-0.4070, 1.9897, -0.2925)
H (2.5226, -1.5046, 0.3676)
H (4.7045, 0.7089, -2.5684)
H (0.8612, 3.3173, -3.1038)
H (-1.3456, 4.4335, -3.1101)
H (-2.9638, 3.9184, -1.2711)
H (-2.2762, 2.3574, 0.5028)
O (-0.6082, -1.5481, -1.0955)
C (-1.9821, -1.4987, -1.4590)
C (-2.7068, -0.6197, -0.3834)
O (-3.8978, -0.4466, -0.4458)
O (-1.9319, -0.0529, 0.5017)
C (-2.1767, -0.7351, -2.7646)
C (-1.1417, 0.0150, -3.3113)
C (-1.3460, 0.7330, -4.4828)
C (-2.5854, 0.7208, -5.1005)
C (-3.6253, -0.0166, -4.5477)
C (-3.4229, -0.7447, -3.3879)
C (-2.5382, -2.9208, -1.5159)
C (-1.9546, -3.7952, -2.4315)
C (-2.3504, -5.1204, -2.4981)
C (-3.3495, -5.5901, -1.6573)
C (-3.9363, -4.7283, -0.7453)
C (-3.5345, -3.3999, -0.6730)
H (-0.1238, -2.0071, -1.7929)
H (-0.1748, 0.0465, -2.8224)
H (-0.5301, 1.3005, -4.9132)
H (-2.7423, 1.2836, -6.0114)
H (-4.5994, -0.0240, -5.0185)
H (-4.2322, -1.3077, -2.9445)
H (-1.1908, -3.4328, -3.1129)
H (-1.8851, -5.7852, -3.2141)
H (-3.6688, -6.6222, -1.7150)
H (-4.7205, -5.0817, -0.0885)
H (-4.0247, -2.7403, 0.0288)